Entry from OMol25: a 11-piece molecular cluster, C40H76O21 overall (the ωB97M-V functional and the def2-TZVPD basis).

Geometry as ORCA input:
```
! RIJCOSX wB97M-V def2-TZVPD def2/J DEFGRID3
* xyz 0 1
C 0.133 -1.831 0.812
O 0.072 -0.429 0.559
C 0.335 -0.016 -0.666
O 0.630 -0.671 -1.632
O 0.179 1.300 -0.646
C 0.451 2.062 -1.819
H -0.614 -2.350 0.212
H -0.183 -2.009 1.837
H 1.135 -2.216 0.643
H 0.798 1.435 -2.638
H 1.232 2.783 -1.577
H -0.463 2.568 -2.128
C 5.103 5.171 0.604
O 3.677 5.238 0.623
C 3.065 4.135 0.989
O 3.592 3.107 1.313
O 1.760 4.379 1.015
C 0.884 3.343 1.424
H 5.441 6.077 0.101
H 5.519 4.315 0.083
H 5.466 5.273 1.626
H 0.485 3.570 2.411
H 1.287 2.333 1.368
H 0.051 3.255 0.729
C -3.266 -2.461 2.608
O -3.963 -3.668 2.305
C -3.641 -4.255 1.158
O -3.013 -3.698 0.296
O -4.117 -5.488 1.229
C -3.591 -6.465 0.348
H -3.753 -1.586 2.172
H -2.289 -2.524 2.132
H -3.190 -2.333 3.680
H -4.403 -7.023 -0.120
H -3.046 -7.217 0.923
H -2.915 -6.111 -0.424
C -0.376 -5.183 1.204
O 0.690 -6.116 1.114
C 0.436 -7.351 0.696
O -0.630 -7.693 0.252
O 1.496 -8.082 0.891
C 1.429 -9.447 0.527
H -0.358 -4.494 0.364
H -0.162 -4.600 2.100
H -1.354 -5.637 1.332
H 0.533 -9.908 0.947
H 2.299 -9.983 0.893
H 1.362 -9.571 -0.556
O 5.377 -0.595 -0.390
C 4.932 -0.079 -1.368
C 3.909 1.028 -1.497
C 4.055 1.454 -2.947
C 4.809 0.314 -3.626
O 5.330 -0.508 -2.589
H 2.943 0.550 -1.315
H 4.066 1.797 -0.746
H 3.117 1.656 -3.468
H 4.594 2.402 -3.022
H 4.171 -0.267 -4.297
H 5.629 0.646 -4.267
O 0.178 -3.362 3.956
C -0.013 -3.088 5.111
C 0.999 -3.008 6.228
C 0.156 -2.599 7.465
C -1.255 -2.366 6.917
O -1.239 -2.782 5.546
H 1.542 -3.939 6.341
H 1.656 -2.167 5.997
H 0.228 -3.389 8.209
H 0.550 -1.677 7.887
H -2.002 -2.873 7.524
H -1.502 -1.305 6.911
C -2.841 0.584 -3.612
C -2.466 1.122 -4.977
C -1.636 2.334 -4.667
O -2.286 2.879 -3.522
C -3.064 1.890 -2.831
H -1.970 0.057 -3.207
H -3.644 -0.149 -3.647
H -3.362 1.418 -5.538
H -2.018 0.379 -5.642
H -1.445 3.012 -5.499
H -0.607 2.052 -4.394
H -4.107 2.179 -2.980
H -2.787 1.814 -1.781
C 0.067 1.234 5.742
C 0.319 0.929 4.269
C 1.310 -0.238 4.248
O 1.972 -0.185 5.529
C 1.367 0.770 6.377
H -0.787 0.719 6.184
H -0.012 2.312 5.876
H 0.710 1.838 3.818
H -0.586 0.627 3.738
H 2.094 -0.065 3.513
H 0.782 -1.180 4.100
H 2.058 1.621 6.477
H 1.254 0.472 7.424
C -1.126 -3.536 -2.358
C -1.235 -4.999 -2.691
C -1.797 -4.978 -4.127
O -1.457 -3.671 -4.639
C -0.712 -2.938 -3.685
H -0.412 -3.277 -1.576
H -2.068 -3.101 -2.015
H -1.885 -5.515 -1.985
H -0.261 -5.485 -2.625
H -2.883 -5.033 -4.198
H -1.331 -5.760 -4.727
H -0.946 -1.876 -3.738
H 0.372 -3.058 -3.816
C -2.145 4.827 -0.154
C -2.837 5.477 1.034
C -4.303 5.321 0.608
O -4.264 5.767 -0.745
C -3.016 5.366 -1.310
H -2.226 3.739 -0.141
H -1.117 5.161 -0.287
H -2.497 6.509 1.145
H -2.638 5.071 2.032
H -5.002 5.938 1.168
H -4.575 4.260 0.584
H -2.546 6.255 -1.737
H -3.165 4.597 -2.067
C 2.576 5.313 -4.661
C 2.239 6.013 -3.334
C 0.766 5.561 -3.086
O 0.504 4.520 -3.985
C 1.211 4.830 -5.171
H 3.181 4.422 -4.485
H 3.090 5.981 -5.349
H 2.284 7.095 -3.461
H 2.834 5.751 -2.462
H 0.060 6.389 -3.254
H 0.584 5.324 -2.035
H 0.655 5.589 -5.734
H 1.327 3.952 -5.804
*
```

F_max   1.80 eV Å⁻¹
Calculated total energy   -85707.530 eV
Lowest unoccupied orbital energy   0.4 eV
Gap between HOMO and LUMO   9.55 eV

***

Entry from OMol25: a 4-piece molecular cluster, C21H37N2O9 overall (the ωB97M-V functional and the def2-TZVPD basis).

Geometry as ORCA input:
```
! RIJCOSX wB97M-V def2-TZVPD def2/J DEFGRID3
* xyz 1 1
C -0.692 8.918 -3.448
C -1.108 7.552 -4.198
N -2.446 7.145 -3.666
C -3.594 7.472 -4.511
C -5.046 7.165 -4.096
C -5.263 6.483 -2.717
C -4.046 6.129 -1.833
C -2.614 6.502 -2.366
C -1.387 6.158 -1.401
C -0.370 5.092 -2.080
N -0.827 3.905 -2.458
H -1.571 9.653 -3.609
H 0.310 9.350 -3.781
H -0.697 8.686 -2.322
H -0.317 6.734 -4.173
H -1.248 7.836 -5.311
H -3.402 7.986 -5.521
H -5.875 7.488 -4.805
H -6.336 6.278 -2.392
H -4.210 5.618 -0.816
H -1.813 5.613 -0.473
H -0.841 7.077 -0.990
H 0.729 5.354 -2.269
H -1.838 3.895 -2.214
C -3.890 2.528 0.139
C -2.604 1.858 -0.308
O -2.134 0.950 0.692
C -2.737 -0.253 0.708
O -3.613 -0.618 -0.036
O -2.208 -0.970 1.713
C -2.809 -2.254 1.887
H -3.762 2.992 1.120
H -4.197 3.294 -0.579
H -4.701 1.802 0.234
H -1.826 2.613 -0.438
H -2.726 1.352 -1.270
H -2.813 -2.821 0.954
H -3.825 -2.141 2.274
H -2.219 -2.805 2.620
C 2.313 -7.024 4.528
C 2.041 -5.844 5.440
O 2.261 -4.606 4.750
C 1.259 -4.201 3.956
O 0.209 -4.773 3.783
O 1.635 -3.053 3.364
C 0.682 -2.545 2.433
H 3.309 -6.946 4.085
H 2.242 -7.964 5.080
H 1.598 -7.056 3.701
H 2.740 -5.863 6.280
H 1.032 -5.882 5.860
H -0.305 -2.453 2.887
H 0.642 -3.189 1.551
H 1.010 -1.552 2.123
C 6.041 -8.623 -0.242
C 6.574 -7.289 -0.725
O 5.505 -6.355 -0.924
C 5.051 -5.752 0.186
O 5.463 -5.921 1.308
O 4.039 -4.938 -0.165
C 3.417 -4.282 0.938
H 5.263 -8.993 -0.915
H 6.842 -9.363 -0.186
H 5.588 -8.531 0.748
H 7.060 -7.420 -1.695
H 7.325 -6.883 -0.041
H 4.152 -3.760 1.555
H 2.857 -5.006 1.535
H 2.718 -3.546 0.541
*
```

F_max   4.55 eV Å⁻¹
Calculated total energy   -43774.312 eV
Lowest unoccupied orbital energy   -5.0 eV
Gap between HOMO and LUMO   6.84 eV

***

Entry from OMol25: an isolated ion of composition C2H5N2O and charge +1 (the ωB97M-V functional and the def2-TZVPD basis).

Geometry as ORCA input:
```
! RIJCOSX wB97M-V def2-TZVPD def2/J DEFGRID3
* xyz 1 1
C 0.153 -0.525 1.153
C -0.280 0.888 -1.439
N -0.541 -0.982 -0.002
N 0.619 0.631 1.124
O -0.464 -0.330 -1.179
H 0.053 -1.400 1.790
H -0.456 -1.998 -0.049
H 0.024 1.570 -0.762
H -0.282 1.268 -2.579
H 1.174 0.877 1.943
*
```

F_max   4.23 eV Å⁻¹
Calculated total energy   -7171.070 eV
Lowest unoccupied orbital energy   -6.1 eV
Gap between HOMO and LUMO   9.50 eV
Energy above the lowest of the compared OMol25 structures with the same formula, charge and spin   114.4 kcal per mole

***

What is the F_max in the third record?
4.23 eV Å⁻¹

***

Among the records above, which one has the lowest gap between HOMO and LUMO?
C21H37N2O9

***

Which formula does entry 2 have?
C21H37N2O9

***

The lowest calculated total energy belongs to which entry?
C40H76O21